A structure of composition C28H29ClN6O2S4Ti, computed with ωB97M-V/def2-TZVPD.

ΔE to the lowest compared entry with this formula, charge and spin: 127.3 kJ/mol
Largest force on an atom: 0.0133 hartree/bohr
Charge: +1
⟨S²⟩: 0.754
Spin multiplicity: 2

Cartesian coordinates (Å):
C1 -0.493 -1.614 4.487
C2 4.500 -0.446 -2.464
H1 4.100 -0.154 3.314
C3 2.769 -1.189 -4.083
C4 2.361 0.188 2.133
H2 5.605 -0.269 1.320
C5 3.321 -1.267 -2.808
H3 -0.504 -2.912 6.176
C6 -0.926 4.017 0.375
H4 1.165 -1.940 -5.307
H5 -0.674 -0.714 5.059
C7 4.810 0.089 -1.284
C8 -0.113 -2.695 2.355
C9 0.465 2.788 -1.841
H6 -3.895 1.280 3.052
C10 -0.156 -4.010 4.364
C11 1.656 -1.969 -4.340
Ti1 -0.517 0.428 0.630
C12 -1.622 3.732 1.719
C13 -4.030 2.569 -2.933
H7 -4.725 -0.245 1.629
N1 -4.194 2.295 -4.044
H8 1.689 0.245 2.977
H9 -1.047 4.190 2.523
C14 3.713 -0.031 2.313
H10 -2.602 4.209 1.720
N2 -2.107 1.660 -0.444
H11 -2.017 -0.703 -3.223
H12 0.106 1.664 -3.619
H13 -3.578 0.000 -1.546
Cl1 -0.040 -5.521 5.199
O1 -0.422 -0.338 2.517
H14 0.177 -4.841 2.433
C15 -1.707 -0.910 -2.198
H15 5.752 0.622 -1.212
S1 0.417 2.845 -0.009
H16 0.288 -3.609 0.446
H17 -1.284 -1.914 -2.197
N3 1.805 0.352 0.923
C16 -0.013 -3.944 3.009
C17 2.626 0.320 -0.128
H18 1.527 2.669 -2.054
S2 -1.800 2.007 2.305
C18 -0.357 -1.504 3.086
N4 1.138 -2.790 -3.430
O2 -0.022 -1.646 0.227
H19 1.388 -3.523 -1.530
C19 4.544 -0.089 1.206
C20 -0.340 1.734 -2.627
C21 3.991 0.083 -0.056
C22 -0.397 -2.836 5.101
C23 -2.933 2.231 -1.038
H20 5.183 -0.269 -3.288
C24 -2.963 -0.860 -1.308
C25 1.767 -2.818 -2.261
C26 0.063 -2.657 0.944
H21 -0.464 5.002 0.436
S3 -0.202 0.088 -1.866
H22 -4.443 0.744 0.211
S4 -2.721 -0.862 0.521
H23 -4.079 2.402 1.715
C27 -3.973 0.341 1.104
H24 2.187 0.487 -1.101
H25 3.191 -0.545 -4.843
N5 -3.843 2.888 -1.649
C28 -3.552 1.507 2.046
H26 0.186 3.780 -2.200
H27 -1.380 2.008 -2.754
N6 2.818 -2.100 -1.891
H28 -1.629 4.023 -0.449
H29 -3.540 -1.753 -1.549

Mulliken atomic charge list, values in e, 2 entries:
1 C -0.891
2 C -0.743